1.
{"formula": "C2H39NO16S2", "method": "ωB97M-V/def2-TZVPD", "molar_mass_g_mol": 397.46, "e_above_lowest_kj_mol": 0.0, "lumo_ev": 0.076, "species": ["H", "H", "H", "H", "H", "H", "O", "H", "H", "O", "O", "H", "H", "H", "H", "O", "C", "H", "O", "O", "H", "H", "H", "O", "O", "H", "O", "H", "H", "S", "H", "H", "O", "H", "H", "O", "H", "O", "H", "S", "H", "H", "H", "H", "O", "C", "H", "H", "O", "H", "O", "H", "H", "H", "H", "N", "H", "O", "H", "H"], "coordinates": [[-1.954, -0.656, -2.615], [1.457, -2.172, 2.956], [-0.101, -0.949, 3.932], [0.534, 2.687, -1.372], [2.107, 1.865, -3.199], [3.365, 2.092, 0.430], [2.892, -1.420, 2.364], [-0.472, -3.133, 2.060], [1.338, 0.837, -0.138], [3.969, 1.674, -0.220], [1.267, -1.184, -2.333], [-1.936, -2.906, -1.711], [-1.657, 0.305, 1.489], [1.534, -1.761, -3.059], [1.341, -2.358, -1.047], [0.614, -2.476, 3.348], [0.287, 1.093, 0.021], [-3.981, -0.252, -1.530], [-0.391, -0.039, 4.121], [-2.344, 0.245, 2.231], [2.962, -0.894, -0.821], [-2.926, 2.649, -3.242], [-0.710, -3.738, -1.503], [2.528, 1.289, -2.558], [2.090, 2.586, 1.428], [3.706, -1.592, 2.844], [-3.172, -1.958, 0.821], [-2.997, -1.222, 1.446], [-0.288, 1.286, -2.088], [-2.362, 3.604, -2.467], [1.969, -0.177, 2.841], [1.843, 1.876, 2.076], [1.561, 0.626, 3.200], [2.332, 3.381, 1.908], [-0.056, -3.231, 0.594], [-0.840, -3.327, 1.174], [-2.420, -2.580, 0.959], [-3.313, -0.943, -1.597], [3.152, -1.233, 1.420], [-1.823, 2.610, -0.804], [-2.809, 1.087, 2.213], [2.010, 0.471, -2.436], [3.886, 0.072, -0.044], [2.259, -2.895, 0.102], [3.593, -0.873, -0.090], [-0.176, 1.881, -1.177], [0.010, -0.845, 0.660], [3.503, 1.734, -1.075], [-1.199, -0.582, -3.239], [0.286, -1.094, -2.502], [1.419, -3.051, -0.348], [-0.979, -0.460, -0.585], [-3.232, -1.347, -0.683], [-1.291, -1.312, -3.860], [0.803, -3.102, 4.053], [-0.549, -0.099, 0.260], [0.657, 0.390, 3.434], [-1.029, -2.994, -2.032], [0.260, 1.699, 0.933], [-1.159, 0.078, 3.526]], "forces_ev_per_angstrom": [[-0.23, -0.14, -0.10], [0.26, -0.23, 0.09], [-0.27, -0.28, 0.40], [-0.13, 0.01, 0.06], [-0.20, -0.21, -0.03], [-0.07, -0.02, 0.01], [0.40, -0.82, -0.30], [-0.19, -0.11, -0.30], [-0.07, -0.06, 0.00], [0.23, 0.07, -0.17], [-0.28, -0.14, -0.18], [-0.07, 0.19, -0.20], [-0.29, -0.39, -0.04], [0.25, 0.04, -0.02], [0.04, -0.31, 0.35], [-0.29, -0.09, 0.10], [-0.22, -0.46, 0.18], [0.08, -0.07, 0.03], [-2.47, -0.93, 0.79], [0.24, 0.44, -0.18], [0.05, 0.02, 0.03], [0.10, -0.10, 0.27], [0.18, 0.05, -0.16], [0.43, 0.00, 0.19], [0.23, 0.45, -0.08], [0.05, 0.06, 0.07], [0.11, -0.14, 0.18], [-0.14, -0.22, -0.24], [0.09, -0.08, 0.22], [-0.01, 0.43, -0.63], [0.29, 0.47, 0.18], [0.22, 0.08, 0.48], [2.96, 1.34, -1.74], [-0.02, -0.08, 0.29], [-0.17, -0.07, 0.10], [0.24, -0.03, 0.17], [-0.10, 0.24, -0.05], [0.14, -0.10, 0.03], [0.02, 0.03, -0.12], [0.15, -0.54, 0.48], [-0.13, 0.01, 0.08], [-0.14, 0.25, -0.47], [0.04, 0.49, -0.14], [-0.04, -0.04, -0.07], [-0.13, -0.71, 0.01], [-0.38, 0.62, -0.24], [-0.10, -0.07, -0.05], [0.12, 0.09, 0.05], [0.32, 0.36, -0.19], [0.16, 0.24, 0.09], [0.05, 0.19, -0.20], [0.02, -0.02, -0.01], [-0.22, 0.22, -0.02], [-0.21, -0.01, 0.12], [0.17, 0.00, 0.01], [0.20, 0.18, 0.12], [-0.68, 0.49, 0.56], [-0.18, -0.55, 0.45], [-0.13, -0.07, -0.52], [-0.31, 0.03, 0.26]]}

---

2.
{"formula": "C6H8N2", "method": "ωB97M-V/def2-TZVPD", "molar_mass_g_mol": 108.14, "e_above_lowest_kj_mol": 463.0, "lumo_ev": [0.610, -0.208], "species": ["C", "H", "C", "H", "N", "N", "H", "H", "H", "C", "C", "H", "H", "H", "C", "C"], "coordinates": [[-1.449, -0.496, -0.786], [-0.363, 2.334, 0.742], [-0.203, -0.120, -0.025], [2.185, -0.700, -1.342], [-0.749, 1.706, 1.441], [-2.433, -0.996, -1.171], [0.431, 0.487, -2.074], [-0.669, 1.716, -1.236], [-0.776, -0.270, 2.095], [0.754, -1.272, 0.105], [1.872, -1.418, -0.596], [0.459, -2.019, 0.835], [-0.976, 2.090, 2.344], [2.515, -2.273, -0.435], [-0.052, 0.833, -1.176], [-0.546, 0.398, 1.279]], "forces_ev_per_angstrom": [[-0.92, -1.26, 0.20], [-0.09, -0.09, 0.31], [-0.26, -0.01, -0.72], [-0.02, 0.02, 0.01], [-0.23, 1.17, -0.10], [0.74, 0.61, 0.09], [0.01, -0.04, -0.03], [0.01, 0.02, 0.06], [-0.01, -0.01, -0.08], [0.20, -0.08, -0.39], [-0.22, 0.02, 0.17], [0.01, 0.04, 0.00], [0.09, -0.05, -0.14], [-0.02, 0.03, 0.01], [0.50, 0.24, 0.13], [0.24, -0.60, 0.49]]}

---

3.
{"formula": "C7H18N2", "method": "ωB97M-V/def2-TZVPD", "molar_mass_g_mol": 130.24, "e_above_lowest_kj_mol": 257.0, "lumo_ev": 0.960, "smiles": "C=CC(C)C.CN(C)N", "species": ["H", "H", "C", "H", "H", "H", "H", "H", "N", "H", "N", "H", "C", "H", "H", "H", "C", "H", "H", "C", "H", "C", "C", "C", "H", "H", "H"], "coordinates": [[2.231, 0.110, 2.598], [-0.288, 1.997, -1.270], [-2.443, 0.618, 0.662], [0.549, -2.307, -0.618], [-2.092, 1.172, 1.532], [-1.076, -0.192, -2.325], [-2.196, -1.164, -1.324], [-0.004, -0.665, 1.908], [-1.389, 0.618, -0.343], [3.025, -1.083, 1.567], [-1.066, 1.979, -0.619], [1.269, -0.117, -1.598], [2.616, -0.072, 1.596], [-0.559, -2.727, 0.784], [-1.850, 2.463, -1.065], [-2.654, -0.414, 0.933], [1.505, 0.086, 0.548], [3.422, 0.635, 1.407], [2.776, 0.664, -1.094], [0.080, -2.000, 0.308], [-3.368, 1.101, 0.301], [-1.880, -0.161, -1.593], [2.066, -0.129, -0.856], [0.345, -0.815, 0.890], [2.582, -1.088, -0.929], [1.137, 1.109, 0.615], [-2.739, 0.381, -2.016]], "forces_ev_per_angstrom": [[0.01, 0.00, 0.10], [0.00, -0.04, 0.07], [0.32, 0.09, -0.19], [-0.04, 0.09, -0.07], [-0.02, -0.09, 0.00], [0.04, -0.05, 0.04], [0.18, -0.05, 0.17], [-0.52, 0.22, -0.14], [-1.15, -0.46, -1.58], [0.00, -0.01, 0.00], [-0.13, -0.16, -0.19], [-0.04, 0.01, -0.10], [-0.26, -0.09, -0.09], [-0.27, 0.01, 0.00], [0.01, -0.06, -0.08], [-0.08, -0.02, 0.08], [-0.24, 0.11, -0.33], [0.07, 0.06, -0.02], [0.05, -0.05, -0.05], [0.46, 0.79, 0.52], [0.01, -0.09, -0.01], [0.38, 1.67, 1.49], [-0.10, 0.05, 0.20], [1.30, -2.03, 0.26], [0.01, 0.00, -0.02], [-0.03, 0.20, -0.01], [0.06, -0.09, -0.05]]}

---

4.
{"formula": "C31H49BrO2P2Tc", "method": "ωB97M-V/def2-TZVPD", "molar_mass_g_mol": 693.58, "spin_multiplicity": 4, "total_charge": 2, "lumo_ev": [-5.685, -10.448], "species": ["H", "P", "H", "H", "H", "H", "Br", "C", "H", "C", "H", "H", "Tc", "H", "C", "H", "H", "H", "H", "C", "C", "H", "C", "H", "H", "C", "H", "H", "H", "H", "H", "H", "C", "H", "H", "O", "C", "C", "H", "C", "H", "H", "H", "C", "H", "H", "C", "H", "H", "H", "C", "P", "C", "C", "H", "H", "C", "C", "C", "H", "H", "C", "H", "C", "H", "H", "C", "O", "H", "C", "H", "C", "C", "C", "C", "H", "H", "H", "H", "C", "H", "C", "C", "H", "H", "C"], "coordinates": [[-2.855, 3.658, 0.107], [1.616, 1.987, 0.583], [-2.725, 1.501, 3.206], [-0.805, -3.779, 0.276], [2.515, 4.152, 0.198], [-2.072, -0.840, -4.204], [0.403, 1.980, 5.432], [-0.135, 1.842, -4.917], [-0.083, 2.008, -2.733], [0.722, -2.198, 4.715], [-3.133, -1.846, -1.917], [-1.902, -2.431, 1.777], [-0.189, 0.237, 0.082], [-3.901, 1.784, -1.662], [-0.037, -1.813, 6.984], [2.182, -2.528, 1.782], [-0.308, 0.235, 7.528], [3.419, 0.611, 1.542], [2.491, -2.566, -2.021], [-0.299, -3.415, -0.643], [-2.233, -1.413, 2.080], [2.406, 0.703, -5.365], [-2.956, 1.362, -2.073], [2.929, -3.307, -0.459], [2.348, 3.281, -1.347], [3.332, 1.454, 0.833], [0.670, 2.070, -5.642], [1.146, 2.130, 3.023], [-1.722, -1.217, 3.040], [-1.215, 3.829, 0.725], [-2.484, 2.199, -2.617], [3.239, -1.579, -0.719], [-0.041, -1.407, -4.525], [0.422, 3.481, 2.123], [0.919, 4.023, -0.579], [0.363, -0.189, 2.108], [-1.081, -0.561, -4.615], [1.269, -1.161, -5.233], [0.456, -2.950, 2.022], [-1.816, 3.271, -0.020], [-0.582, 0.393, -6.459], [-1.016, 1.174, 3.380], [2.176, 3.425, 2.403], [1.857, 3.480, -0.385], [-0.743, 2.765, -4.833], [1.063, -0.867, -6.277], [-3.151, -1.614, -0.832], [1.832, -2.109, -5.289], [-1.541, 2.716, 2.730], [1.498, -4.000, 1.038], [2.514, -2.392, -0.934], [0.858, -2.087, -0.229], [-1.022, 0.681, -5.487], [0.458, 1.509, -3.567], [-3.308, -1.524, 2.332], [3.094, -0.479, -4.238], [1.293, 2.810, 2.166], [-0.035, -0.446, 6.726], [-1.755, 1.639, 2.704], [-0.166, -2.406, -4.069], [-2.956, -2.574, -0.312], [2.143, -0.036, -4.587], [0.389, -3.765, 6.161], [-2.307, -0.464, -0.346], [3.818, 1.169, -0.113], [-4.215, -1.386, -0.601], [-1.754, 1.758, 0.115], [2.391, -0.591, 2.830], [0.309, -4.256, -1.020], [1.179, -0.519, 3.045], [1.068, -2.920, 3.967], [0.356, -2.690, 5.969], [-1.743, 1.043, 1.351], [-1.986, -0.337, 1.060], [1.469, 0.642, -3.419], [-2.039, 1.048, -5.719], [1.856, 0.289, -2.440], [-1.491, 3.661, -1.011], [3.882, 2.314, 1.257], [0.334, 0.063, 5.473], [-1.085, -3.188, -1.374], [1.291, -2.955, 1.310], [0.666, -0.819, 4.420], [-0.322, -2.192, 7.967], [-3.256, 0.602, -2.806], [-2.176, 0.838, -0.932]], "forces_ev_per_angstrom": [[0.53, -0.57, -0.02], [-0.19, -0.03, 0.45], [0.11, -0.07, -0.44], [0.40, 0.43, -0.52], [-0.26, -0.30, -0.33], [0.80, 0.12, -0.11], [0.12, -0.47, -0.06], [-0.16, 0.45, -0.32], [0.89, -0.56, -0.20], [-0.41, -0.07, 0.59], [0.24, 0.38, 0.51], [-0.12, 0.72, -0.08], [2.68, -1.04, 1.65], [0.52, -0.28, -0.17], [0.11, -0.02, -0.54], [-0.27, -0.08, -0.07], [0.10, -0.01, -0.23], [-0.30, 0.42, -0.37], [0.08, 0.16, 0.24], [-0.49, -0.95, -1.07], [0.12, -0.71, 0.75], [-0.05, -0.23, 0.35], [-0.38, 0.38, -1.20], [-0.32, 0.54, -0.41], [-0.13, 0.03, 0.19], [0.72, -0.35, 0.01], [-0.31, -0.06, 0.35], [0.11, 0.28, -0.76], [-0.16, 0.12, -0.56], [-0.25, -0.58, -0.29], [-0.06, -0.37, 0.23], [-0.67, -0.27, -0.03], [1.93, -1.50, 0.12], [0.30, -0.26, -0.12], [0.26, -0.27, 0.09], [-0.67, -0.21, 0.14], [-1.91, 1.80, -0.29], [0.36, -0.17, -0.10], [0.21, 0.08, -0.20], [0.13, 0.69, -0.26], [-0.31, -0.07, 0.27], [-0.41, 0.10, -0.52], [-0.26, -0.16, -0.15], [0.19, 0.84, -0.77], [0.35, -0.58, -0.06], [-0.08, -0.25, 0.27], [-0.35, -0.74, -0.45], [-0.21, 0.53, 0.09], [-0.15, -0.36, -0.24], [-0.09, 0.30, 0.01], [0.67, -0.39, -0.98], [0.08, 0.02, 1.40], [-0.11, 0.26, -0.21], [-2.19, 0.90, -0.09], [0.43, 0.30, -0.38], [-0.48, 0.26, -0.21], [-0.18, 0.00, 0.89], [0.02, -0.19, 0.02], [0.56, 0.26, 1.11], [-0.08, 0.71, -0.03], [0.09, 0.73, -0.19], [0.56, -0.23, -0.25], [0.03, 0.38, -0.09], [-0.80, 0.57, 0.55], [-0.20, 0.13, 0.19], [0.61, 0.08, -0.09], [-1.33, 0.46, -0.17], [-0.37, -0.32, 0.69], [-0.35, 0.15, 0.08], [1.92, 1.15, -1.02], [-0.13, 0.52, 0.29], [-0.02, 0.03, 0.01], [-0.85, 0.85, -0.22], [-1.36, -0.73, -0.37], [1.02, -1.95, 0.43], [0.53, -0.21, 0.32], [-0.49, 0.75, -0.37], [-0.12, -0.51, 0.52], [-0.23, -0.30, -0.26], [-0.16, -0.64, 0.12], [0.37, 0.03, 0.01], [0.15, 0.15, 0.98], [0.08, -0.45, 0.74], [0.09, 0.17, -0.30], [0.16, 0.11, 0.20], [-0.26, 0.12, 1.32]]}

---

5.
{"formula": "C4H11NO2", "method": "ωB97M-V/def2-TZVPD", "molar_mass_g_mol": 105.14, "e_above_lowest_kj_mol": 76.8, "lumo_ev": 0.703, "smiles": "CC(=O)N(C)C.O", "species": ["O", "H", "H", "H", "C", "H", "H", "H", "N", "H", "O", "H", "H", "H", "H", "C", "C", "C"], "coordinates": [[2.318, -1.707, 1.641], [0.154, -1.154, -2.350], [1.015, -1.611, -0.890], [-1.354, 1.484, 1.940], [-1.626, 1.336, 0.899], [1.511, -1.702, 1.116], [1.381, 0.774, -1.670], [0.172, 2.008, -1.333], [-0.339, 0.036, -0.742], [2.145, -1.110, 2.379], [-1.399, -1.075, 0.923], [1.102, 1.397, -0.034], [-2.685, 1.355, 0.727], [-1.203, 2.113, 0.293], [-0.758, -1.962, -1.088], [0.628, 1.093, -0.958], [-1.114, -0.007, 0.426], [0.051, -1.268, -1.280]], "forces_ev_per_angstrom": [[0.08, 0.16, 0.02], [0.12, -0.02, -0.37], [-0.15, -0.17, 0.10], [-0.29, 0.04, 0.12], [0.73, -0.56, -0.12], [-0.13, -0.04, 0.16], [0.04, -0.09, 0.01], [-0.12, -0.03, -0.33], [-0.21, -0.71, 0.68], [-0.05, -0.13, -0.12], [-0.35, 0.08, 0.46], [0.46, -0.14, 0.30], [-0.60, -0.07, 0.31], [0.19, 0.51, -0.09], [0.21, -0.24, 0.13], [-0.36, 0.76, 0.01], [0.67, 0.10, -1.23], [-0.25, 0.54, -0.05]]}

---

6.
{"formula": "C11H20O8PdS", "method": "ωB97M-V/def2-TZVPD", "molar_mass_g_mol": 418.76, "total_charge": 2, "e_above_lowest_kj_mol": 928.9, "lumo_ev": -13.918, "species": ["H", "H", "H", "H", "C", "H", "H", "C", "O", "C", "O", "H", "Pd", "H", "H", "H", "H", "H", "C", "C", "C", "H", "O", "H", "H", "C", "S", "C", "O", "H", "O", "O", "H", "C", "H", "H", "O", "H", "O", "C", "C"], "coordinates": [[3.616, -1.787, -2.211], [-1.548, -0.935, 1.322], [1.366, 3.167, 1.572], [-5.830, -1.541, -1.146], [1.898, -1.988, 2.031], [-3.989, -0.119, -2.438], [1.583, -0.855, 1.989], [2.302, -2.438, 0.482], [-6.220, -0.960, -0.425], [-3.789, 0.340, -1.358], [-0.538, 0.942, 2.867], [-3.385, -0.735, 1.736], [-1.453, -1.746, -2.624], [5.173, 0.379, -1.590], [2.782, -2.113, 2.796], [4.575, 2.118, -0.043], [-1.927, -1.024, -1.170], [4.387, -1.720, -0.466], [3.687, 1.344, -0.155], [-2.535, -0.339, 1.014], [-2.888, -0.753, -0.532], [-3.246, 1.375, -1.552], [-0.013, 1.762, 0.554], [0.955, -2.598, 2.407], [3.683, 0.632, 0.800], [3.988, 0.344, -1.454], [-5.528, 0.602, -0.617], [-0.899, 1.279, 1.623], [-2.341, 1.102, 1.246], [3.447, 0.723, -2.445], [2.673, -3.690, 0.171], [-6.353, 1.413, -1.672], [1.806, 1.345, 1.783], [1.325, 2.120, 1.050], [2.450, 3.342, -0.554], [1.679, 1.751, -1.208], [-5.459, 1.410, 0.735], [-3.533, -1.749, -0.473], [2.218, -1.383, -0.565], [3.579, -1.224, -1.175], [2.301, 2.207, -0.306]], "forces_ev_per_angstrom": [[-0.24, 0.87, 1.87], [-2.21, 1.23, -0.49], [-0.66, -2.05, -0.93], [-0.91, 0.78, 0.83], [-0.77, 0.83, -0.37], [-0.02, 0.96, 2.15], [0.71, -2.27, 0.07], [1.54, -5.57, -1.40], [2.58, 1.93, -0.99], [2.38, -1.19, -1.70], [-2.23, 2.24, -8.51], [1.22, 0.87, -1.66], [0.05, 0.08, 0.18], [-2.71, -0.37, -0.05], [-1.62, -0.01, -1.90], [-1.70, -1.84, -0.30], [0.44, 0.43, 0.31], [-1.80, 0.96, -1.51], [0.00, 0.15, 0.17], [1.63, -0.80, 0.54], [-4.35, 0.64, 1.32], [-1.50, -1.97, 0.95], [-2.92, -1.39, 4.06], [2.18, 0.99, -0.99], [-0.08, 1.73, -1.89], [0.30, 0.17, -0.05], [-4.81, 5.88, 1.22], [2.30, -0.91, 4.77], [3.49, -1.94, -0.65], [1.28, -0.68, 2.23], [-2.45, 8.44, 1.92], [3.73, -3.98, 3.33], [-1.45, 1.29, -1.35], [2.99, 0.63, -0.46], [0.06, -2.28, 0.43], [1.18, 0.95, 1.86], [0.59, -4.50, -4.93], [1.58, 1.88, -0.11], [1.71, -2.02, 2.04], [1.59, 0.45, -0.11], [-1.07, -0.63, 0.09]]}

---

Results for max |F|: 0.0717, 0.0306, 0.0472, 0.0644, 0.0272, 0.1765 (in Eh/bohr, following the order of the records).
Results for electronic energy: -58631.114, -9326.909, -10528.946, -127837.955, -9911.446, -42391.708 (in eV, following the order of the records).